# 1
Computed, not measured: one molecule with the formula CH2N4OS in a non-equilibrium geometry, with ωB97M-V/def2-TZVPD.

* ΔE to the lowest compared entry with this formula, charge and spin: 72.0 kJ/mol
* E_HOMO: -9.78 eV
* orbital gap: 10.1444 eV
* SMILES: On1nnnc1S

Geometry as ORCA input:
```
! wB97M-V def2-TZVPD RIJCOSX def2/J DEFGRID3
* xyz 0 1
N 0.00 1.46 0.78
N 0.33 0.28 0.26
O 1.56 -0.26 0.40
H 0.49 -2.10 -0.94
N -1.71 0.62 -0.26
H 2.04 0.37 0.91
C -0.72 -0.25 -0.38
N -1.23 1.65 0.46
S -0.77 -1.77 -1.23
*
```

Atom charges from the Löwdin analysis, given in e for atoms 1 to 2: atom 1 (N): 0.046, atom 2 (N): -0.209



# 2
Computed, not measured: one molecule with the formula CH2N4OS in a non-equilibrium geometry, with ωB97M-V/def2-TZVPD.

* ΔE to the lowest compared entry with this formula, charge and spin: 0.0 kJ/mol
* E_HOMO: -10.04 eV
* orbital gap: 10.0306 eV
* SMILES: O=c1nn[nH]n1S

Geometry as ORCA input:
```
! wB97M-V def2-TZVPD RIJCOSX def2/J DEFGRID3
* xyz 0 1
O -0.39 -1.94 -0.62
C -0.06 -1.06 0.11
N 0.48 0.96 0.96
N -0.20 0.33 -0.06
H -0.01 1.70 1.37
N 0.59 -1.17 1.40
N 0.84 -0.01 1.83
S -0.42 1.12 -1.54
H -1.71 1.43 -1.30
*
```

Atom charges from the Löwdin analysis, given in e for atoms 1 to 2: atom 1 (O): 0.083, atom 2 (C): -0.555



# 3
Computed, not measured: an isolated ion of composition CH2N4P and charge -1 in a non-equilibrium geometry, with ωB97M-V/def2-TZVPD.

* ΔE to the lowest compared entry with this formula, charge and spin: 359.3 kJ/mol
* E_HOMO (alpha / beta): -2.89 / -2.89 eV
* orbital gap (alpha / beta): 7.3378 / 7.3365 eV
* SMILES: [N-]=N/N=N\C#[PH2]

Geometry as ORCA input:
```
! wB97M-V def2-TZVPD RIJCOSX def2/J DEFGRID3
* xyz -1 1
N -1.49 -1.35 -0.31
C 0.13 0.27 0.21
H 2.30 -0.98 -0.51
H 2.50 0.81 0.03
N -2.08 0.78 -0.06
N -2.25 -0.46 -0.31
P 1.68 -0.18 0.71
N -0.78 1.10 0.24
*
```

Atom charges from the Löwdin analysis, given in e for atoms 1 to 2: atom 1 (N): 0.009, atom 2 (C): -0.656



# 4
Computed, not measured: one molecule with the formula CH2N4S in a non-equilibrium geometry, with ωB97M-V/def2-TZVPD.

* ΔE to the lowest compared entry with this formula, charge and spin: 415.7 kJ/mol
* E_HOMO: -9.43 eV
* orbital gap: 9.6148 eV

Geometry as ORCA input:
```
! wB97M-V def2-TZVPD RIJCOSX def2/J DEFGRID3
* xyz 0 1
S -0.33 -1.29 -0.10
H 1.03 0.52 0.67
N 0.16 -0.13 -1.17
N -1.53 0.78 0.43
N -1.18 1.39 -0.46
H 2.18 -0.75 -0.15
C 1.10 -0.20 -0.17
N -1.43 -0.31 0.94
*
```

Atom charges from the Löwdin analysis, given in e for atoms 1 to 2: atom 1 (S): 1.014, atom 2 (H): 0.072



# 5
Computed, not measured: one molecule with the formula CH2N4S2 in a non-equilibrium geometry, with ωB97M-V/def2-TZVPD.

* ΔE to the lowest compared entry with this formula, charge and spin: 124.4 kJ/mol
* E_HOMO: -8.60 eV
* orbital gap: 8.2145 eV
* SMILES: S=c1nn[nH]n1S

Geometry as ORCA input:
```
! wB97M-V def2-TZVPD RIJCOSX def2/J DEFGRID3
* xyz 0 1
S -2.26 -1.36 -0.15
H 1.79 1.24 -0.34
N 0.74 1.05 -0.08
C -1.19 -0.13 0.02
N -0.26 1.89 -0.14
H 1.15 -2.02 1.05
N 0.19 -0.27 -0.12
S 1.22 -1.62 -0.17
N -1.37 1.22 -0.07
*
```

Atom charges from the Löwdin analysis, given in e for atoms 1 to 2: atom 1 (S): 0.585, atom 2 (H): 0.202



# 6
Computed, not measured: a 2-piece molecular cluster, CH2NO2 overall, with ωB97M-V/def2-TZVPD.

* ΔE to the lowest compared entry with this formula, charge and spin: 2.9 kJ/mol
* E_HOMO: -4.13 eV
* orbital gap: 8.6423 eV

Geometry as ORCA input:
```
! wB97M-V def2-TZVPD RIJCOSX def2/J DEFGRID3
* xyz -1 1
H 0.95 -0.20 0.52
O 1.67 0.39 0.91
C -1.40 -0.46 -0.60
O -2.42 0.13 -0.88
H 1.59 1.18 0.37
N -0.40 -1.03 -0.32
*
```

Atom charges from the Löwdin analysis, given in e for atoms 1 to 2: atom 1 (H): -0.048, atom 2 (O): -0.164



# 7
Computed, not measured: a 2-piece molecular cluster, CH2NO2S overall in a non-equilibrium geometry, with ωB97M-V/def2-TZVPD.

* ΔE to the lowest compared entry with this formula, charge and spin: 408.5 kJ/mol
* E_HOMO (alpha / beta): -0.98 / -3.86 eV
* orbital gap (alpha / beta): 4.5182 / 7.3430 eV

Geometry as ORCA input:
```
! wB97M-V def2-TZVPD RIJCOSX def2/J DEFGRID3
* xyz -1 1
O 0.72 -0.25 -0.85
S -1.68 2.96 -1.41
H -1.05 -0.90 0.10
O -3.07 1.68 0.49
N -0.11 -0.51 0.36
H 1.38 0.42 -0.42
C -2.23 1.93 -0.33
*
```

Atom charges from the Löwdin analysis, given in e for atoms 1 to 2: atom 1 (O): -0.321, atom 2 (S): 0.482



# 8
Computed, not measured: an isolated ion of composition CH2NO2S2 and charge -1 in a non-equilibrium geometry, with ωB97M-V/def2-TZVPD.

* ΔE to the lowest compared entry with this formula, charge and spin: 60.3 kJ/mol
* E_HOMO: -3.54 eV
* orbital gap: 7.0586 eV
* SMILES: O=C([O-])N(S)S

Geometry as ORCA input:
```
! wB97M-V def2-TZVPD RIJCOSX def2/J DEFGRID3
* xyz -1 1
H -0.21 -2.33 0.68
C 1.96 0.19 -0.06
H -0.48 1.91 1.26
S -0.28 -1.45 -0.32
N 0.19 0.04 0.28
O 2.13 1.13 -0.74
O 2.44 -0.82 0.46
S -0.70 1.45 0.03
*
```

Atom charges from the Löwdin analysis, given in e for atoms 1 to 2: atom 1 (H): -0.196, atom 2 (C): -0.763



# 9
Computed, not measured: a 2-piece molecular cluster, CH2NO2S2 overall in a non-equilibrium geometry, with ωB97M-V/def2-TZVPD.

* ΔE to the lowest compared entry with this formula, charge and spin: 219.7 kJ/mol
* E_HOMO (alpha / beta): -2.49 / -1.70 eV
* orbital gap (alpha / beta): 4.8546 / 3.2130 eV

Geometry as ORCA input:
```
! wB97M-V def2-TZVPD RIJCOSX def2/J DEFGRID3
* xyz -1 1
N 1.39 0.33 0.08
S -2.05 -0.03 -0.07
H 1.98 0.66 -0.73
S 2.17 -2.20 0.02
C 1.20 -0.91 0.48
O -3.47 -0.33 -0.27
O -1.98 1.47 0.18
H 0.75 1.02 0.31
*
```

Atom charges from the Löwdin analysis, given in e for atoms 1 to 2: atom 1 (N): -0.118, atom 2 (S): 0.828



# 10
Computed, not measured: an isolated ion of composition CH2NO2S3 and charge -1 in a non-equilibrium geometry, with ωB97M-V/def2-TZVPD.

* ΔE to the lowest compared entry with this formula, charge and spin: 109.3 kJ/mol
* E_HOMO: -4.27 eV
* orbital gap: 7.5621 eV

Geometry as ORCA input:
```
! wB97M-V def2-TZVPD RIJCOSX def2/J DEFGRID3
* xyz -1 1
C -0.48 -1.14 0.01
S 2.07 -1.08 -0.27
N 0.54 -0.71 -0.64
H -2.38 -0.52 0.77
O 2.78 -0.52 -1.39
S -0.54 -2.39 1.15
S -1.98 -0.33 -0.48
H 2.13 0.29 1.92
O 2.38 0.20 1.03
*
```

Atom charges from the Löwdin analysis, given in e for atoms 1 to 2: atom 1 (C): -1.419, atom 2 (S): 0.797



# 11
Computed, not measured: a 2-piece molecular cluster, CH2NO3PS overall in a non-equilibrium geometry, with ωB97M-V/def2-TZVPD.

* ΔE to the lowest compared entry with this formula, charge and spin: 0.0 kJ/mol
* E_HOMO: -1.59 eV
* orbital gap: 6.8242 eV

Geometry as ORCA input:
```
! wB97M-V def2-TZVPD RIJCOSX def2/J DEFGRID3
* xyz -2 1
O -0.37 0.12 0.85
S 5.27 -0.26 -0.11
H -1.35 0.16 -1.25
O -1.72 -1.88 -0.10
H 0.48 -0.27 0.59
N 2.56 -0.29 0.56
O -2.86 0.32 0.56
C 3.70 -0.27 0.31
P -1.68 -0.39 0.00
*
```

Atom charges from the Löwdin analysis, given in e for atoms 1 to 2: atom 1 (O): -0.278, atom 2 (S): 0.238



# 12
Computed, not measured: an isolated ion of composition CH2NO3S and charge -1 in a non-equilibrium geometry, with ωB97M-V/def2-TZVPD.

* ΔE to the lowest compared entry with this formula, charge and spin: 368.9 kJ/mol
* E_HOMO: -2.69 eV
* orbital gap: 6.1630 eV
* SMILES: [O-][N+]([S-])=C(O)O

Geometry as ORCA input:
```
! wB97M-V def2-TZVPD RIJCOSX def2/J DEFGRID3
* xyz -1 1
O -0.71 1.31 0.06
O -1.07 -0.99 -0.08
S 2.15 1.06 -0.03
C -0.17 0.07 -0.07
O 1.48 -1.48 0.01
H -1.46 -0.93 0.79
N 1.09 -0.22 0.05
H -1.30 1.19 -0.73
*
```

Atom charges from the Löwdin analysis, given in e for atoms 1 to 2: atom 1 (O): -0.005, atom 2 (O): 0.037